Density functional theory data (ωB97M-V/def2-TZVPD) for a molecular structure, C2H2FI3O at a distorted geometry.

Structure (XYZ):
```
9
Properties=species:S:1:pos:R:3:forces:R:3
C 0.784 0.248 0.547 0.56 0.40 0.05
C -0.152 -0.430 -0.368 -4.36 1.78 0.80
O -1.711 0.557 0.026 3.31 -2.00 -0.14
F 0.015 -0.252 -1.655 0.39 -0.04 -0.25
I 2.713 -0.708 0.438 -0.21 0.19 0.04
I 0.875 2.339 0.088 0.22 -0.14 0.12
I -0.714 -2.398 0.126 0.04 0.05 -0.06
H 0.431 0.149 1.569 0.02 -0.01 -0.13
H -2.241 0.496 -0.772 0.02 -0.23 -0.43
```
Forces are in eV/Å.

Results
Highest occupied orbital energy   -9.2578 eV
Frontier orbital gap   8.80 eV
Calculated total energy   -31171.1199 eV
Relative energy (zero: lowest compared OMol25 entry of this formula, charge and spin)   42.5 kcal/mol

The molecule's Löwdin atomic charges, reported in e, are given here:
1 C -1.245
2 C -1.064
3 O -0.261
4 F -0.019
5 I 0.775
6 I 0.844
7 I 0.936
8 H 0.017
9 H 0.017



Density functional theory data (ωB97M-V/def2-TZVPD) for a gas-phase ion, C6H12 (charge +1) at a distorted geometry.

Structure (XYZ):
```
18
Properties=species:S:1:pos:R:3:forces:R:3
C -0.602 -0.732 1.968 0.84 -1.27 0.39
C -0.021 0.637 1.638 0.36 -0.42 -1.06
C -0.730 1.181 0.362 -2.04 -1.31 0.77
C -0.503 0.464 -0.925 0.76 0.98 1.45
C 0.810 0.161 -1.299 0.24 -0.44 -1.06
C 1.089 -0.823 -2.368 -0.54 0.43 0.32
H -0.478 -1.402 1.104 -0.32 0.15 -0.01
H 0.026 -1.224 2.722 -0.03 0.27 0.01
H -1.609 -0.850 2.368 -0.19 0.63 -0.33
H -0.108 1.321 2.476 0.09 0.23 -0.14
H 1.027 0.420 1.409 0.16 0.50 0.34
H -1.760 0.885 0.624 -0.26 0.53 -0.38
H -0.843 2.268 0.254 0.52 0.05 -0.24
H -1.342 0.173 -1.547 0.03 0.00 -0.09
H 1.586 0.787 -0.863 0.14 -0.28 0.10
H 0.114 -1.069 -2.786 0.25 -0.23 -0.48
H 1.801 -0.433 -3.102 -0.10 0.13 0.00
H 1.542 -1.763 -2.037 0.09 0.04 0.40
```
Forces are in eV/Å.

Results
Net charge   +1
Highest occupied orbital energy (alpha / beta)   -15.6324 / -15.8926 eV
2S+1   2
Frontier orbital gap (alpha / beta)   10.71 / 7.53 eV
Calculated total energy   -6406.7397 eV
Relative energy (zero: lowest compared OMol25 entry of this formula, charge and spin)   23.3 kcal/mol

The molecule's Löwdin atomic charges, reported in e, are given here:
1 C -0.104
2 C -0.217
3 C -0.161
4 C 0.072
5 C 0.033
6 C -0.015
7 H 0.079
8 H 0.088
9 H 0.088
10 H 0.120
11 H 0.102
12 H 0.127
13 H 0.156
14 H 0.149
15 H 0.149
16 H 0.094
17 H 0.118
18 H 0.122



Density functional theory data (ωB97M-V/def2-TZVPD) for 2 unconnected molecules or ions with the total composition H4O2 at a distorted geometry.

Structure (XYZ):
```
6
Properties=species:S:1:pos:R:3:forces:R:3
H -0.952 0.020 0.030 -0.74 -0.08 -0.31
H -2.409 0.586 0.017 0.45 -0.46 -0.11
H 1.674 -0.893 0.303 -0.44 1.61 -1.41
H 2.050 0.567 0.144 0.66 1.00 0.40
O -1.879 -0.199 -0.209 0.40 0.54 0.37
O 1.516 -0.081 -0.284 -0.33 -2.62 1.07
```
Forces are in eV/Å.

Results
Highest occupied orbital energy   -11.1678 eV
Frontier orbital gap   11.86 eV
Calculated total energy   -4159.7534 eV
Relative energy (zero: lowest compared OMol25 entry of this formula, charge and spin)   4.3 kcal/mol

The molecule's Löwdin atomic charges, reported in e, are given here:
1 H 0.015
2 H 0.037
3 H 0.088
4 H 0.011
5 O -0.084
6 O -0.067



Density functional theory data (ωB97M-V/def2-TZVPD) for C4H8N2OS in the gas phase at a distorted geometry.

Structure (XYZ):
```
16
Properties=species:S:1:pos:R:3:forces:R:3
C -1.474 -1.211 -0.604 -1.41 -1.48 -2.46
C -1.142 0.953 -0.202 -2.44 5.16 2.28
C 1.119 -0.436 1.277 3.32 0.78 3.31
C 2.024 0.261 0.215 1.21 -2.81 -0.35
H -2.141 -1.464 0.381 1.85 0.16 -2.52
H -2.265 -0.595 -1.343 2.32 -2.02 1.71
H -0.982 -2.191 -1.290 -1.67 2.73 2.49
H -1.018 1.334 -1.290 -0.87 -0.13 2.01
H -2.349 0.893 0.236 3.10 -0.39 -1.78
H -0.922 1.932 0.664 0.61 -3.06 -2.78
H 1.668 -0.845 2.235 -0.77 1.24 -1.89
H 2.864 1.746 -0.835 -2.65 -1.24 2.81
N -0.373 -0.256 -0.213 -3.38 -1.30 1.83
N -0.094 -0.698 1.231 -0.40 0.69 -2.90
O 2.109 1.557 -0.067 1.66 -0.02 -1.81
S 2.975 -0.981 -0.396 -0.48 1.70 0.06
```
Forces are in eV/Å.

Results
Highest occupied orbital energy   -8.8899 eV
Frontier orbital gap   8.94 eV
Calculated total energy   -20134.5020 eV
Relative energy (zero: lowest compared OMol25 entry of this formula, charge and spin)   146.0 kcal/mol

The molecule's Löwdin atomic charges, reported in e, are given here:
1 C -0.163
2 C -0.236
3 C -0.278
4 C -0.818
5 H 0.110
6 H 0.102
7 H 0.135
8 H 0.101
9 H 0.123
10 H 0.145
11 H 0.144
12 H 0.212
13 N -0.300
14 N 0.075
15 O -0.025
16 S 0.671